Below is a cluster of 8 separate species, C39H85BBrN3O11P in total at a distorted geometry, with properties calculated with the ωB97M-V functional and the def2-TZVPD basis.

```
! RIJCOSX wB97M-V def2-TZVPD def2/J DEFGRID3
* xyz 1 1
C -0.431 -4.602 1.200
C 0.083 -3.469 0.482
C 0.220 -1.993 1.136
C 1.179 -1.248 0.105
C 0.503 -0.330 -1.001
C -0.133 -0.890 -2.323
C -0.838 0.030 -3.378
C -0.960 1.572 -3.173
C -1.696 2.579 -4.169
C -0.300 2.155 -1.879
C 0.399 1.232 -0.828
C 1.141 -2.107 2.474
C 2.655 -2.566 2.403
C 2.877 -3.981 3.190
C 4.439 -4.352 2.915
C 5.432 -3.412 3.824
C 6.311 -2.398 2.945
O 5.697 -1.088 2.790
C 6.003 -0.490 1.508
C 6.079 1.108 1.747
N 0.714 -0.936 3.304
C 1.293 0.393 2.996
C 0.934 1.568 4.013
C 1.994 2.778 3.715
Br -0.887 2.365 3.687
C -0.774 -1.082 3.143
N -1.512 -0.991 4.245
C -2.983 -1.214 4.140
P -0.879 -0.656 5.896
O 0.361 -1.480 6.256
N -0.961 -1.368 1.761
C -2.174 -1.053 0.991
B -3.252 -2.299 0.834
O -3.963 -2.454 -0.427
O -3.514 -3.285 1.841
H -1.104 -5.386 0.715
H -0.219 -4.727 2.318
H 0.347 -3.685 -0.621
H 2.024 -0.612 0.576
H 1.752 -2.072 -0.472
H -0.123 -2.014 -2.576
H -1.319 -0.393 -4.336
H -1.593 2.287 -5.264
H -1.277 3.629 -3.950
H -2.819 2.648 -3.897
H -0.365 3.296 -1.758
H 0.834 1.771 0.084
H 0.642 -2.975 3.064
H 3.098 -2.731 1.367
H 3.284 -1.803 3.005
H 2.275 -4.764 2.610
H 2.629 -3.915 4.300
H 4.641 -5.463 3.160
H 4.718 -4.199 1.803
H 6.144 -4.098 4.402
H 4.757 -2.878 4.578
H 7.298 -2.221 3.524
H 6.621 -2.878 1.948
H 5.126 -0.658 0.770
H 6.979 -0.866 1.049
H 5.104 1.622 1.439
H 6.315 1.322 2.843
H 6.918 1.555 1.102
H 2.440 0.282 3.001
H 1.027 0.781 1.935
H 1.107 1.295 5.115
H 1.444 3.786 3.733
H 2.801 2.716 4.528
H 2.461 2.675 2.666
H -3.519 -0.665 3.305
H -3.162 -2.350 4.152
H -3.460 -0.834 5.124
H -0.723 0.766 6.089
H -1.937 -1.045 6.811
H -2.667 -0.119 1.469
H -2.002 -0.727 -0.109
H -4.930 -2.352 -0.295
H -2.694 -3.488 2.361
C -3.853 3.979 -8.563
C -3.867 4.228 -7.068
O -2.583 3.960 -6.514
H -3.572 2.945 -8.778
H -4.835 4.176 -9.001
H -3.114 4.619 -9.055
H -4.591 3.572 -6.579
H -4.137 5.265 -6.846
H -1.950 4.550 -6.945
C -5.754 4.157 -3.575
C -7.156 3.948 -4.112
O -7.156 2.927 -5.105
H -5.072 4.435 -4.384
H -5.740 4.943 -2.815
H -5.366 3.233 -3.134
H -7.530 4.865 -4.571
H -7.842 3.658 -3.310
H -6.833 2.117 -4.690
C -5.336 9.096 -2.547
C -6.366 8.090 -2.076
O -5.765 6.808 -1.914
H -4.895 8.779 -3.496
H -5.785 10.081 -2.680
H -4.517 9.178 -1.827
H -7.171 7.995 -2.808
H -6.803 8.396 -1.120
H -5.061 6.897 -1.259
C -4.561 13.650 -4.715
C -4.028 12.844 -3.547
O -4.248 11.455 -3.767
H -5.630 13.467 -4.851
H -4.404 14.719 -4.555
H -4.067 13.357 -5.645
H -4.540 13.124 -2.624
H -2.956 13.014 -3.412
H -3.785 11.212 -4.580
C -0.001 -9.050 3.332
C 0.380 -8.522 1.963
O 1.536 -7.698 2.062
H -0.199 -8.224 4.021
H -0.891 -9.681 3.274
H 0.817 -9.635 3.763
H -0.431 -7.920 1.546
H 0.591 -9.344 1.272
H 2.250 -8.240 2.423
C 2.118 -6.115 -2.025
C 1.767 -5.353 -3.288
O 0.674 -5.975 -3.951
H 2.377 -7.150 -2.261
H 2.962 -5.649 -1.510
H 1.263 -6.148 -1.343
H 2.615 -5.341 -3.976
H 1.495 -4.317 -3.057
H -0.076 -5.975 -3.341
C 9.722 -6.721 4.205
C 8.212 -6.594 4.194
O 7.764 -6.156 2.915
H 10.189 -5.762 3.965
H 10.079 -7.051 5.184
H 10.056 -7.437 3.449
H 7.884 -5.862 4.935
H 7.737 -7.554 4.422
H 8.051 -6.813 2.267
*
```

Output
HOMO-LUMO gap = 7.2 eV
Calculated total energy = -148805.8169 eV

Mulliken atomic charge list, values in e, 6 entries: C -1.377; C 0.136; C 0.886; C -0.212; C -0.646; C 0.217



Below is a cluster of 6 separate species, C39H87N6O5P in total at a distorted geometry, with properties calculated with the ωB97M-V functional and the def2-TZVPD basis.

```
! RIJCOSX wB97M-V def2-TZVPD def2/J DEFGRID3
* xyz 4 1
O 3.821 3.835 -20.974
C 2.732 3.122 -20.550
O 2.277 3.249 -19.445
O 2.137 2.416 -21.331
H 4.051 4.115 -20.085
C 10.324 3.435 -16.047
C 9.609 3.950 -14.847
N 8.500 3.110 -14.538
C 7.313 2.974 -15.253
C 6.479 2.229 -14.490
N 7.187 1.750 -13.372
C 8.422 2.308 -13.386
C 6.653 0.942 -12.297
H 9.811 3.227 -16.986
H 10.946 2.597 -15.731
H 11.092 4.164 -16.306
H 9.159 4.940 -14.923
H 10.310 4.112 -14.028
H 7.177 3.534 -16.167
H 5.498 1.803 -14.638
H 9.159 2.280 -12.598
H 6.597 -0.117 -12.549
H 5.602 1.211 -12.194
H 7.274 1.150 -11.426
C 5.523 14.618 -23.499
C 4.535 14.581 -22.280
N 3.652 13.414 -22.386
C 2.355 13.267 -21.864
C 1.839 12.057 -22.139
N 2.772 11.326 -22.813
C 3.838 12.222 -23.073
C 2.699 9.982 -23.283
H 6.089 13.688 -23.458
H 6.271 15.404 -23.397
H 5.016 14.819 -24.443
H 3.920 15.476 -22.186
H 5.022 14.402 -21.322
H 1.935 14.083 -21.295
H 0.901 11.593 -21.872
H 4.739 11.902 -23.576
H 3.411 9.801 -24.088
H 1.739 9.839 -23.778
H 2.790 9.243 -22.487
C 4.155 -3.036 -25.153
C 5.546 -2.720 -25.696
C 6.212 -1.459 -25.116
C 7.726 -1.307 -25.541
P 8.440 0.226 -24.805
C 10.197 0.315 -25.183
C 10.494 0.749 -26.562
C 11.945 0.604 -26.923
C 12.037 0.854 -28.441
C 7.543 1.689 -25.457
C 7.164 1.718 -27.017
C 6.489 2.993 -27.433
C 7.313 4.253 -27.098
C 8.360 0.208 -23.001
C 8.812 -1.094 -22.297
C 9.028 -0.797 -20.812
C 9.658 -1.983 -19.929
H 3.404 -2.271 -25.351
H 4.164 -3.434 -24.138
H 3.669 -3.872 -25.655
H 5.383 -2.536 -26.759
H 6.185 -3.599 -25.613
H 6.039 -1.367 -24.044
H 5.587 -0.620 -25.422
H 7.899 -1.277 -26.617
H 8.318 -2.065 -25.029
H 10.750 -0.586 -24.920
H 10.646 1.030 -24.494
H 10.105 1.755 -26.717
H 9.864 0.183 -27.248
H 12.238 -0.423 -26.706
H 12.466 1.243 -26.210
H 13.096 0.947 -28.681
H 11.573 1.794 -28.742
H 11.623 0.042 -29.039
H 8.369 2.372 -25.263
H 6.704 1.938 -24.807
H 6.654 0.784 -27.252
H 8.036 1.608 -27.662
H 5.453 3.095 -27.108
H 6.319 3.020 -28.510
H 6.765 5.110 -27.488
H 8.354 4.264 -27.421
H 7.392 4.305 -26.012
H 7.330 0.383 -22.691
H 8.958 1.085 -22.750
H 9.755 -1.500 -22.665
H 8.123 -1.933 -22.396
H 8.082 -0.533 -20.338
H 9.700 0.059 -20.758
H 9.788 -1.630 -18.906
H 10.615 -2.310 -20.337
H 9.058 -2.864 -20.156
C -2.902 3.297 -31.057
N -1.895 3.748 -29.956
C -0.554 4.217 -30.614
C -2.375 4.960 -29.147
C -1.651 2.461 -29.185
C -0.389 2.365 -28.198
O -0.337 3.411 -27.275
H -2.621 2.441 -31.672
H -2.951 4.159 -31.722
H -3.842 3.028 -30.575
H -0.094 3.354 -31.096
H 0.023 4.628 -29.786
H -0.633 5.024 -31.342
H -3.277 4.704 -28.591
H -2.540 5.853 -29.749
H -1.568 5.271 -28.483
H -1.389 1.795 -30.008
H -2.591 2.303 -28.658
H 0.501 2.463 -28.820
H -0.388 1.397 -27.699
H 0.031 3.048 -26.466
C 1.189 11.110 -14.567
N 0.782 9.580 -14.626
C 0.253 9.136 -13.228
C -0.375 9.404 -15.629
C 1.975 8.640 -15.016
C 2.464 8.735 -16.447
O 3.061 9.951 -16.692
H 1.423 11.411 -15.588
H 2.134 11.285 -14.054
H 0.295 11.687 -14.328
H 0.047 8.068 -13.295
H -0.650 9.717 -13.041
H 1.000 9.541 -12.546
H -1.182 10.066 -15.314
H -0.545 8.343 -15.812
H -0.052 9.850 -16.570
H 1.555 7.656 -14.811
H 2.818 8.827 -14.350
H 1.626 8.412 -17.065
H 3.222 7.957 -16.531
H 3.696 9.671 -17.356
*
```

Output
HOMO-LUMO gap = 4.5 eV
Calculated total energy = -70284.9801 eV
ΔE to the lowest compared entry with this formula, charge and spin = 85.3 kcal per mole

Mulliken atomic charge list, values in e, 6 entries: O -0.472; C 0.594; O -0.690; O -0.717; H 0.287; C -1.073



Below is a cluster of 12 separate species, C39H87N9O15 in total at a distorted geometry, with properties calculated with the ωB97M-V functional and the def2-TZVPD basis.

```
! RIJCOSX wB97M-V def2-TZVPD def2/J DEFGRID3
* xyz 0 1
C 12.608 0.889 15.708
C 13.381 2.149 15.389
O 12.425 3.073 14.854
C 12.224 4.294 15.402
C 11.574 5.372 14.485
O 12.617 4.591 16.503
H 11.754 1.164 16.410
H 13.309 0.194 16.301
H 12.317 0.317 14.849
H 13.877 2.581 16.291
H 14.195 2.029 14.635
H 10.551 5.195 14.616
H 11.840 5.340 13.467
H 11.777 6.349 14.867
C 11.029 3.676 20.068
C 12.503 3.873 19.742
O 13.277 4.271 20.880
C 14.289 5.164 20.659
C 15.067 5.375 21.947
O 14.539 5.625 19.560
H 10.797 2.759 20.568
H 10.385 3.593 19.172
H 10.588 4.503 20.638
H 12.950 2.971 19.336
H 12.568 4.622 18.966
H 15.000 4.410 22.525
H 14.574 6.135 22.528
H 16.131 5.665 21.932
C 16.060 2.517 19.148
C 15.923 1.109 19.773
O 14.561 0.951 20.268
C 14.258 0.243 21.350
C 12.848 0.585 21.890
O 14.983 -0.559 21.946
H 16.711 2.555 18.289
H 16.206 3.286 19.939
H 15.048 2.752 18.717
H 16.100 0.326 19.050
H 16.558 1.020 20.634
H 12.477 1.383 21.324
H 12.905 0.853 22.949
H 12.274 -0.324 21.837
C 19.541 4.541 19.854
N 19.503 3.495 20.845
C 19.870 3.735 22.268
C 19.118 2.242 20.565
O 19.109 1.290 21.332
H 18.823 5.331 20.077
H 19.379 4.155 18.878
H 20.508 4.942 19.931
H 19.470 4.706 22.639
H 19.352 2.995 22.889
H 20.937 3.765 22.400
H 18.869 2.149 19.484
C 11.115 -1.609 25.424
N 11.239 -2.045 24.010
C 12.493 -2.677 23.558
C 10.273 -1.908 23.137
O 10.389 -2.070 21.929
H 11.983 -0.956 25.613
H 11.242 -2.482 26.097
H 10.170 -1.170 25.581
H 12.465 -3.772 23.643
H 12.499 -2.498 22.473
H 13.339 -2.126 24.017
H 9.345 -1.507 23.566
C 7.899 2.241 22.683
N 8.828 3.285 22.955
C 8.456 4.672 22.721
C 9.969 2.955 23.606
O 10.286 1.819 23.952
H 7.868 2.082 21.576
H 6.923 2.603 23.014
H 8.158 1.337 23.267
H 8.111 4.810 21.661
H 7.701 4.936 23.423
H 9.272 5.299 22.868
H 10.679 3.824 23.777
C 16.737 -0.059 13.879
N 16.155 -0.571 15.099
C 15.135 -1.635 15.016
C 16.392 0.008 16.258
O 17.096 0.965 16.427
H 15.949 0.183 13.140
H 17.420 -0.749 13.409
H 17.217 0.869 14.103
H 14.472 -1.407 14.135
H 15.695 -2.563 14.918
H 14.500 -1.717 15.907
H 15.842 -0.422 17.066
C 12.500 -1.400 18.844
N 12.064 -2.698 18.402
C 10.667 -3.003 18.683
C 12.867 -3.528 17.736
O 13.911 -3.281 17.219
H 13.178 -1.541 19.665
H 11.648 -0.862 19.274
H 13.002 -0.806 18.096
H 10.403 -3.991 18.396
H 10.269 -2.791 19.729
H 10.094 -2.368 17.993
H 12.492 -4.590 17.718
C 14.945 0.441 25.395
N 15.236 1.862 25.472
C 14.068 2.784 25.620
C 16.388 2.391 24.867
O 16.583 3.578 24.607
H 14.487 0.060 26.273
H 15.879 -0.067 25.335
H 14.208 0.319 24.585
H 13.967 3.379 24.712
H 13.312 2.043 25.866
H 14.266 3.440 26.516
H 17.218 1.648 24.668
C 20.201 0.191 17.821
N 20.691 1.288 17.058
C 21.797 2.053 17.607
C 20.100 1.587 15.854
O 20.304 2.552 15.096
H 19.315 -0.159 17.285
H 20.014 0.415 18.869
H 20.943 -0.613 17.832
H 22.070 2.808 16.823
H 21.448 2.589 18.489
H 22.584 1.391 17.982
H 19.356 0.836 15.630
C 15.154 -3.535 20.273
N 16.115 -3.367 19.179
C 16.476 -4.563 18.380
C 16.810 -2.212 18.973
O 17.700 -2.095 18.139
H 14.226 -3.885 19.827
H 14.969 -2.517 20.745
H 15.515 -4.305 20.973
H 16.804 -4.355 17.349
H 17.339 -5.075 18.836
H 15.592 -5.173 18.294
H 16.603 -1.359 19.653
C 17.913 4.880 14.898
N 16.839 4.583 14.028
C 16.979 3.586 12.956
C 15.537 5.007 14.225
O 14.538 4.815 13.538
H 18.213 3.886 15.364
H 17.558 5.633 15.623
H 18.752 5.157 14.300
H 17.956 3.129 12.837
H 16.203 2.797 13.081
H 16.567 3.916 12.021
H 15.420 5.570 15.126
*
```

Output
HOMO-LUMO gap = 9.0 eV
Calculated total energy = -85976.4923 eV
ΔE to the lowest compared entry with this formula, charge and spin = 5.0 kcal per mole

Mulliken atomic charge list, values in e, 6 entries: C -0.562; C 0.650; O -0.406; C 0.798; C -1.420; O -0.532



Number 1: HOMO -0.3834 hartree. Number 2: HOMO -0.4150 hartree. Number 3: HOMO -0.3150 hartree.